DFT (ωB97M-V/def2-TZVPD) results for a 6-piece molecular cluster, C34H83O23P5 overall in a non-equilibrium geometry.

Summary:
- spin multiplicity = 1
- structure (SMILES) = CCOP(=O)(OCC)OCC.CCOP(=O)(OCC)OCC.CCOP(=O)(OCC)OCC.CCOP(=O)(OCC)OCC.CCOP(=O)(OCC)OCC.CCOC(=O)OC
- orbital gap (eV) = 10.56
- E_LUMO (eV) = 0.366

Last column: Löwdin charge in e.
Positions of all 145 atoms, in Å:
1 P 20.895 14.832 -32.532  0.562
2 P 18.927 9.469 -26.890  0.587
3 P 18.408 21.532 -30.996  0.558
4 P 20.561 7.882 -31.858  0.577
5 P 26.543 22.223 -32.401  0.507
6 O 26.436 22.358 -30.823  -0.205
7 O 21.663 6.678 -31.753  -0.184
8 O 13.809 13.211 -32.153  -0.013
9 O 25.001 21.914 -32.706  -0.208
10 O 21.613 9.172 -31.793  -0.244
11 O 18.994 9.767 -25.230  -0.195
12 O 27.267 20.741 -32.640  -0.185
13 O 15.694 12.407 -32.761  -0.010
14 O 18.345 7.921 -26.979  -0.207
15 O 21.643 14.485 -34.021  -0.196
16 O 17.719 10.410 -27.479  -0.198
17 O 19.525 22.530 -30.953  -0.255
18 O 18.514 20.553 -32.337  -0.198
19 O 22.116 15.632 -31.845  -0.168
20 O 15.292 14.747 -33.114  0.064
21 O 17.001 22.251 -31.233  -0.182
22 O 18.428 20.472 -29.679  -0.194
23 O 20.184 7.759 -33.484  -0.181
24 O 20.233 9.575 -27.600  -0.245
25 O 19.819 15.927 -32.973  -0.211
26 O 19.438 7.951 -30.909  -0.221
27 O 20.318 13.688 -31.734  -0.255
28 O 27.151 23.372 -33.197  -0.266
29 C 21.678 9.987 -30.553  -0.226
30 C 23.572 5.494 -31.180  -0.070
31 C 18.262 16.820 -34.636  -0.048
32 C 19.197 18.152 -30.162  -0.054
33 C 17.761 7.478 -28.240  -0.250
34 C 12.039 13.863 -33.600  -0.079
35 C 15.023 13.590 -32.688  -0.475
36 C 16.162 22.683 -30.164  -0.274
37 C 22.421 12.456 -34.458  -0.080
38 C 18.519 11.999 -29.110  -0.061
39 C 12.649 14.113 -32.252  -0.182
40 C 20.192 10.198 -24.639  -0.287
41 C 24.562 21.725 -34.134  -0.200
42 C 14.840 21.970 -30.279  -0.070
43 C 25.896 19.065 -31.561  -0.109
44 C 23.101 10.423 -30.310  -0.079
45 C 21.392 13.399 -34.786  -0.385
46 C 20.873 20.429 -33.017  -0.081
47 C 22.649 17.708 -30.975  -0.067
48 C 22.390 16.962 -32.262  -0.267
49 C 16.987 12.435 -33.406  -0.023
50 C 20.212 8.920 -34.286  -0.316
51 C 16.448 6.832 -27.757  -0.070
52 C 22.802 6.806 -30.978  -0.303
53 C 19.506 20.873 -33.324  -0.287
54 C 17.967 11.773 -27.736  -0.295
55 C 18.547 15.713 -33.587  -0.237
56 C 20.947 8.935 -24.061  -0.067
57 C 25.992 23.441 -30.115  -0.280
58 C 24.464 23.376 -30.076  -0.067
59 C 20.082 8.728 -35.790  -0.064
60 C 24.458 20.240 -34.582  -0.073
61 C 27.222 19.671 -31.703  -0.293
62 C 18.038 19.127 -29.867  -0.302
63 H 26.334 24.337 -30.633  0.123
64 H 18.271 14.781 -34.081  0.090
65 H 19.194 20.240 -34.154  0.108
66 H 18.534 17.849 -34.400  0.058
67 H 23.321 17.055 -32.821  0.117
68 H 22.547 6.867 -29.920  0.126
69 H 12.111 12.825 -33.925  0.082
70 H 16.971 12.215 -27.756  0.121
71 H 21.554 17.303 -32.874  0.096
72 H 19.212 17.975 -31.237  0.056
73 H 18.889 16.726 -35.522  0.071
74 H 24.362 5.465 -30.430  0.072
75 H 17.789 15.887 -32.824  0.109
76 H 24.960 22.404 -34.888  0.116
77 H 23.742 20.241 -35.404  0.073
78 H 12.026 13.980 -31.368  0.123
79 H 23.961 24.093 -29.427  0.075
80 H 20.446 8.403 -23.253  0.068
81 H 21.514 20.388 -33.898  0.082
82 H 19.499 21.924 -33.614  0.127
83 H 20.088 10.932 -23.839  0.110
84 H 23.802 9.784 -29.773  0.071
85 H 17.216 16.708 -34.920  0.081
86 H 17.620 8.206 -29.039  0.099
87 H 10.967 14.019 -33.720  0.076
88 H 26.053 18.311 -30.789  0.085
89 H 17.069 13.186 -34.192  0.080
90 H 16.540 5.993 -27.068  0.072
91 H 14.214 22.372 -29.482  0.079
92 H 16.656 22.392 -29.237  0.113
93 H 21.908 17.508 -30.200  0.064
94 H 23.308 13.026 -34.737  0.091
95 H 17.257 11.401 -33.620  0.092
96 H 21.246 8.153 -24.758  0.067
97 H 25.453 19.886 -34.851  0.077
98 H 19.090 8.299 -35.932  0.077
99 H 24.133 5.412 -32.111  0.073
100 H 15.918 6.392 -28.601  0.069
101 H 20.362 13.059 -34.681  0.117
102 H 20.982 10.805 -30.740  0.105
103 H 13.014 15.140 -32.278  0.110
104 H 22.417 11.543 -35.053  0.084
105 H 19.947 9.714 -36.234  0.072
106 H 23.531 22.074 -34.191  0.095
107 H 27.941 18.879 -31.914  0.127
108 H 23.195 11.408 -29.852  0.078
109 H 20.063 18.768 -29.920  0.075
110 H 20.952 19.417 -32.618  0.045
111 H 19.072 11.108 -29.407  0.063
112 H 20.930 8.197 -36.224  0.082
113 H 20.835 10.758 -25.318  0.100
114 H 24.063 23.815 -30.990  0.075
115 H 21.564 13.767 -35.798  0.130
116 H 17.676 18.916 -28.861  0.115
117 H 25.112 19.693 -31.136  0.076
118 H 23.467 7.620 -31.266  0.114
119 H 15.752 7.537 -27.304  0.075
120 H 24.171 22.358 -29.823  0.084
121 H 25.568 18.566 -32.473  0.074
122 H 17.611 12.047 -29.710  0.073
123 H 22.985 4.581 -31.079  0.078
124 H 19.072 17.206 -29.635  0.087
125 H 19.300 9.439 -33.991  0.109
126 H 16.001 23.760 -30.206  0.125
127 H 21.940 9.200 -23.699  0.063
128 H 23.942 19.702 -33.787  0.050
129 H 18.517 6.865 -28.731  0.104
130 H 19.013 12.971 -29.150  0.083
131 H 21.366 9.430 -29.670  0.080
132 H 17.206 18.930 -30.542  0.116
133 H 18.619 12.130 -26.938  0.115
134 H 27.485 20.133 -30.751  0.112
135 H 12.544 14.422 -34.387  0.079
136 H 14.293 22.254 -31.178  0.083
137 H 15.011 20.905 -30.123  0.079
138 H 23.659 10.539 -31.239  0.070
139 H 22.557 12.314 -33.386  0.086
140 H 23.601 17.473 -30.500  0.079
141 H 17.690 12.647 -32.601  0.083
142 H 26.390 23.245 -29.120  0.125
143 H 21.159 20.943 -32.099  0.082
144 H 21.091 9.536 -34.095  0.096
145 H 22.460 18.759 -31.192  0.065

---

DFT (ωB97M-V/def2-TZVPD) results for the molecule C3H5NO2.

Summary:
- ΔE to the lowest compared entry with this formula, charge and spin (kcal/mol) = 18.59
- spin multiplicity = 1
- structure (SMILES) = CNC(=O)C=O
- orbital gap (eV) = 10.01
- E_LUMO (eV) = 0.118

Last column: natural (NBO) charge in e.
Positions of all 11 atoms, in Å:
1 O -2.285 1.010 -0.834  -0.493
2 O 1.132 1.089 -0.873  -0.593
3 N -0.141 -0.364 0.360  -0.590
4 C -1.196 1.523 -0.738  0.360
5 C 0.900 -1.342 0.599  -0.422
6 C 0.065 0.729 -0.403  0.551
7 H 1.651 -1.236 -0.185  0.232
8 H 1.387 -1.199 1.570  0.200
9 H -1.079 -0.533 0.691  0.411
10 H -1.012 2.592 -0.947  0.137
11 H 0.474 -2.348 0.557  0.206

---

DFT (ωB97M-V/def2-TZVPD) results for a 2-piece molecular cluster, C3H7BrO overall in a non-equilibrium geometry.

Summary:
- ΔE to the lowest compared entry with this formula, charge and spin (kcal/mol) = 122.68
- spin multiplicity = 1
- orbital gap (alpha / beta) (eV) = 7.23 / 7.17
- E_LUMO (alpha / beta) (eV) = -1.345 / -1.396

Last column: natural (NBO) charge in e.
Positions of all 12 atoms, in Å:
1 Br -3.084 0.325 0.137  0.377
2 O -2.461 -1.216 -0.220  -0.798
3 C -0.024 -1.207 0.121  0.017
4 C 0.149 0.237 0.534  -0.525
5 C 1.086 1.048 -0.456  -0.589
6 H -0.867 0.698 0.486  0.257
7 H 2.079 0.649 -0.433  0.202
8 H 1.298 2.038 -0.183  0.221
9 H 0.515 0.165 1.510  0.220
10 H 0.320 -1.976 0.862  0.190
11 H 0.112 -1.691 -0.919  0.214
12 H 0.878 0.931 -1.439  0.213

---

DFT (ωB97M-V/def2-TZVPD) results for the molecule C5H9NO.

Summary:
- ΔE to the lowest compared entry with this formula, charge and spin (kcal/mol) = 143.32
- spin multiplicity = 1
- orbital gap (alpha / beta) (eV) = 7.17 / 7.14
- E_LUMO (alpha / beta) (eV) = -1.390 / -1.416

Last column: natural (NBO) charge in e.
Positions of all 16 atoms, in Å:
1 O -0.763 2.672 -0.506  -0.695
2 N -0.143 -0.960 0.003  -0.418
3 C -0.139 1.581 1.566  -0.097
4 C 1.002 -1.855 0.007  -0.414
5 C -0.692 1.663 0.254  0.017
6 C -0.712 -0.568 -1.279  -0.245
7 C 0.056 0.376 -0.445  -0.018
8 H -1.797 -0.511 -1.321  0.208
9 H 1.669 -1.718 -0.859  0.174
10 H 0.302 2.437 2.079  0.198
11 H -0.234 -0.931 -2.189  0.196
12 H 0.653 -2.891 0.011  0.209
13 H -1.655 1.078 0.472  0.267
14 H 1.038 0.689 -0.794  0.218
15 H -0.167 0.625 2.080  0.198
16 H 1.582 -1.688 0.920  0.202

---

Number 3 is which compound? C3H7BrO

---

What did the fourth record say?
DFT (ωB97M-V/def2-TZVPD) results for the molecule C5H9NO.

Summary:
- ΔE to the lowest compared entry with this formula, charge and spin (kcal/mol) = 143.32
- spin multiplicity = 1
- orbital gap (alpha / beta) (eV) = 7.17 / 7.14
- E_LUMO (alpha / beta) (eV) = -1.390 / -1.416

Last column: natural (NBO) charge in e.
Positions of all 16 atoms, in Å:
1 O -0.763 2.672 -0.506  -0.695
2 N -0.143 -0.960 0.003  -0.418
3 C -0.139 1.581 1.566  -0.097
4 C 1.002 -1.855 0.007  -0.414
5 C -0.692 1.663 0.254  0.017
6 C -0.712 -0.568 -1.279  -0.245
7 C 0.056 0.376 -0.445  -0.018
8 H -1.797 -0.511 -1.321  0.208
9 H 1.669 -1.718 -0.859  0.174
10 H 0.302 2.437 2.079  0.198
11 H -0.234 -0.931 -2.189  0.196
12 H 0.653 -2.891 0.011  0.209
13 H -1.655 1.078 0.472  0.267
14 H 1.038 0.689 -0.794  0.218
15 H -0.167 0.625 2.080  0.198
16 H 1.582 -1.688 0.920  0.202